(1)
120
Properties=species:S:1:pos:R:3:forces:R:3 method="wB97M-V/def2-TZVPD" spin_multiplicity=2 charge=+1 orbital_gap_ha="0.389 / 0.093" homo_ev="-13.18 / -13.17"
C 0.4671 -3.3761 -3.6063 -1.8 0.4 1.0
C -1.0166 -3.9198 -3.4421 0.2 0.4 -1.6
C -1.5891 -4.3111 -4.8512 -1.1 -0.4 0.3
C -3.0290 -4.7323 -4.8441 0.8 -0.1 0.6
N -4.1354 -5.0376 -4.7695 0.3 0.1 -0.1
H 0.5433 -2.7564 -2.7129 1.0 -0.6 0.6
H 0.5890 -2.5667 -4.3262 -0.5 -0.5 -0.7
H 1.2329 -4.1374 -3.7551 -0.1 0.1 0.4
H -1.6536 -3.1972 -2.9321 0.0 0.7 -0.6
H -1.1793 -4.7260 -2.7268 0.8 -0.6 -0.3
H -0.9950 -5.1181 -5.2801 0.0 -0.2 0.1
H -1.5845 -3.5426 -5.6242 0.5 0.5 0.4
C -3.8434 6.7489 -2.0441 0.8 0.5 0.4
C -2.7018 5.9203 -1.4218 -0.1 -0.2 0.5
C -1.3212 6.5448 -1.3064 0.6 1.1 -0.8
C -1.3137 7.7705 -0.5039 -0.6 -0.4 -0.6
N -1.3604 8.7349 0.1027 0.1 0.8 0.6
H -3.8837 6.9985 -3.1044 0.6 -1.0 -0.4
H -3.7027 7.7616 -1.6663 -0.8 0.0 0.7
H -4.7720 6.2406 -1.7845 -0.1 0.6 0.1
H -2.6767 4.9201 -1.8541 0.3 0.0 0.0
H -2.8560 5.8057 -0.3488 -1.2 -0.4 0.0
H -0.9616 6.8665 -2.2838 0.5 -0.3 -0.1
H -0.5828 5.9534 -0.7651 -0.1 -0.7 -0.6
C -1.6312 4.3512 2.1225 0.5 -0.5 1.9
C -1.5122 3.7906 3.5808 0.2 -1.0 -0.4
C -2.4786 2.6280 3.8406 0.1 -0.8 -0.2
C -2.0930 1.3322 3.3647 0.0 4.9 0.8
N -1.9136 0.3066 2.9923 1.3 -6.1 -2.4
H -2.5153 4.9882 2.1505 0.3 0.3 -0.8
H -1.6763 3.5554 1.3790 -0.5 -0.2 0.1
H -0.6583 4.8081 1.9413 -0.4 0.8 -0.2
H -1.6527 4.5180 4.3803 -0.1 0.3 -0.4
H -0.5036 3.3999 3.7157 0.1 0.0 0.1
H -3.3994 2.6833 3.2599 -0.7 0.9 0.8
H -2.5811 2.2716 4.8656 -0.7 1.3 0.6
C -5.7527 -1.7489 -0.4708 0.1 0.7 -0.7
C -4.8985 -1.0752 0.6039 0.1 -1.5 0.1
C -4.1765 -2.2275 1.3177 0.2 0.1 2.6
C -4.7354 -2.3698 2.7130 2.5 0.3 -5.8
N -5.2059 -2.4942 3.7118 -2.2 -0.5 4.8
H -5.0463 -2.1236 -1.2115 0.0 0.1 -0.4
H -6.4435 -1.0676 -0.9675 0.0 -0.1 0.0
H -6.2752 -2.6655 -0.1974 -0.2 0.3 0.7
H -5.3927 -0.4792 1.3711 -0.3 0.1 -0.4
H -4.0923 -0.4770 0.1792 -0.2 0.4 -0.4
H -3.1273 -1.9752 1.4711 0.1 -0.2 0.0
H -4.2356 -3.2210 0.8732 -0.1 0.3 -0.4
C 0.1554 -3.3131 4.1626 1.2 0.7 0.3
C 1.3971 -2.3967 3.9458 -0.9 0.0 -0.2
C 1.0179 -0.8672 4.0971 1.8 -1.7 -0.8
C 0.4167 -0.6470 5.3736 -1.3 0.8 1.0
N -0.0627 -0.3915 6.3900 0.3 -0.2 -0.4
H 0.4077 -4.3258 3.8483 -0.3 0.0 -0.3
H -0.6040 -2.8325 3.5459 -0.4 -0.6 0.1
H -0.1551 -3.3914 5.2046 -0.1 0.3 -0.1
H 1.6888 -2.6087 2.9172 0.2 0.5 0.0
H 2.2674 -2.6324 4.5582 -0.2 -0.1 0.3
H 0.4541 -0.5508 3.2195 -0.5 0.1 0.5
H 1.9445 -0.2934 4.1154 0.1 0.1 -0.2
C -2.8281 -0.0611 -8.3331 -0.6 -0.1 0.9
C -1.4844 0.6987 -8.0738 -2.5 -0.5 -2.6
C -0.4164 -0.1318 -7.4587 1.0 0.5 -1.0
C -0.8168 -0.4725 -6.1359 0.3 -1.3 3.5
N -1.1043 -0.7953 -5.0501 0.3 0.9 -2.0
H -3.4065 0.4473 -9.1045 0.1 -0.2 -0.1
H -3.4716 -0.0813 -7.4536 0.0 0.8 0.4
H -2.8804 -1.1423 -8.4610 1.1 -0.1 -0.9
H -1.8485 1.6197 -7.6186 0.9 0.0 0.7
H -1.1483 1.0071 -9.0638 0.2 0.0 0.0
H 0.5433 0.3575 -7.6252 0.2 0.7 1.3
H -0.1101 -0.9981 -8.0450 -1.1 -0.6 0.0
C 0.5392 0.4610 0.3088 0.5 -0.4 0.1
C 0.1669 -0.4724 -0.9034 -3.0 1.3 0.6
C -1.2322 -0.0487 -1.4915 2.4 2.1 0.1
C -1.4178 1.4274 -1.6440 0.2 1.0 -0.7
N -1.5656 2.5925 -1.8668 0.4 -2.7 0.7
H 1.1485 1.3044 -0.0159 0.2 0.0 0.1
H 1.0722 -0.0562 1.1067 0.4 -0.3 -0.4
H -0.3253 0.9411 0.7674 -0.8 -0.1 -0.2
H 0.2219 -1.5592 -0.8397 0.1 0.2 0.4
H 0.9308 -0.0886 -1.5796 0.6 -0.1 -0.7
H -2.0851 -0.2171 -0.8340 -0.6 -1.0 0.5
H -1.4259 -0.5066 -2.4615 -0.4 -0.4 -0.4
C 3.0197 3.3251 1.4294 -1.5 -0.5 -0.8
C 3.0319 4.8536 1.1386 2.3 -1.4 0.2
C 4.1109 5.4788 2.0772 -0.9 -0.4 0.1
C 5.4730 4.8886 1.9942 -9.7 3.6 0.4
N 6.4931 4.5232 1.9147 8.8 -3.3 -0.6
H 2.1189 2.9428 0.9493 -0.3 -0.1 -0.2
H 2.8671 2.9911 2.4557 0.3 0.6 0.4
H 3.7706 2.6526 1.0145 0.6 0.7 0.0
H 2.0238 5.2367 1.2969 0.3 0.4 0.1
H 3.3792 5.0201 0.1189 -0.5 0.0 -0.2
H 3.6692 5.2019 3.0345 0.6 0.6 0.5
H 4.1907 6.5588 1.9530 0.0 -0.1 0.2
C 3.0026 -7.3253 0.7220 0.2 0.4 0.4
C 1.8518 -6.3528 0.5699 -2.1 -1.6 0.8
C 2.0659 -4.8594 0.4221 -0.4 -0.4 -0.3
C 0.7354 -4.1434 0.4832 -1.1 1.2 0.2
N -0.2906 -3.5750 0.5761 2.8 -1.5 -0.4
H 3.7545 -6.9507 1.4166 0.4 0.1 -0.3
H 3.3883 -7.5771 -0.2659 0.5 0.0 0.3
H 2.6500 -8.2361 1.2060 -0.2 -0.1 -0.3
H 1.1369 -6.4932 1.3807 0.5 0.3 1.0
H 1.1723 -6.8555 -0.1184 0.2 0.8 -1.2
H 2.6154 -4.6706 -0.5001 -0.3 0.5 -0.1
H 2.7212 -4.5531 1.2374 -0.3 0.4 0.1
C 6.1722 0.3003 4.0678 -0.1 0.0 -0.1
C 6.5894 -1.1853 3.8385 -0.3 2.5 0.1
C 5.4161 -2.0498 3.3709 0.3 -0.5 1.0
C 4.3523 -1.5473 2.5069 -1.0 1.0 -3.2
N 3.5273 -1.2333 1.7302 1.9 -0.7 2.2
H 5.4733 0.4479 4.8911 0.0 -0.4 0.2
H 5.6467 0.6911 3.1965 0.0 -0.1 -0.2
H 6.9704 1.0192 4.2527 0.3 -0.4 0.0
H 7.0505 -1.5834 4.7424 -0.4 -0.3 0.0
H 7.3790 -1.2314 3.0885 -0.1 0.1 -0.1
H 4.7919 -2.3740 4.2035 0.5 -0.5 0.5
H 6.0195 -2.8628 2.9671 -1.2 -0.7 -0.5

---

(2)
125
Properties=species:S:1:pos:R:3:forces:R:3 method="wB97M-V/def2-TZVPD" spin_multiplicity=1 charge=+2 orbital_gap_ha=0.226 homo_ev=-13.62
W -0.2114 -0.4031 0.6343 -1.2 0.6 0.1
C 3.1504 -0.8799 0.9939 0.0 0.1 0.0
N 2.0881 -0.6609 -0.0387 -0.3 0.0 -0.1
C 2.0649 -1.9037 -0.8682 0.1 0.0 -0.1
C 2.6751 0.4358 -0.8829 0.2 0.0 0.1
C 1.7199 1.1055 -1.8120 -0.1 -0.1 -0.1
N 0.7237 1.8056 -1.0099 0.0 0.2 -0.2
C -0.3634 2.2816 -1.8702 -0.1 -0.1 0.1
C -1.1921 1.2426 -2.5925 0.0 0.0 -0.1
C -2.0249 1.7486 -3.5830 0.0 0.0 0.0
C -2.8587 0.9195 -4.3128 0.0 0.0 0.0
C -2.7432 -0.4492 -4.0809 0.0 0.0 0.0
C -1.9036 -1.0449 -3.1430 -0.1 0.0 0.0
C -1.1931 -0.1308 -2.3332 0.3 0.2 0.2
O -0.4746 -0.5078 -1.1880 -0.3 -0.7 -0.1
C -1.8908 -2.5872 -3.1214 0.0 0.1 0.1
C -0.5180 -3.1450 -2.7501 0.1 0.0 0.0
C -2.9589 -3.0974 -2.1449 0.0 0.0 0.0
C -2.2273 -3.1397 -4.5163 0.0 0.0 -0.1
C -3.8649 1.4380 -5.3333 0.0 0.0 0.0
C -3.6418 0.7426 -6.6844 0.0 0.0 0.0
C -5.2768 1.1170 -4.8200 0.0 0.0 0.0
C -3.7484 2.9486 -5.5362 0.0 0.0 0.0
C 1.3383 2.9719 -0.3466 -0.1 0.0 0.1
C 1.2801 3.0840 1.1627 0.1 0.1 0.0
C 2.0748 4.0727 1.7153 0.0 0.0 0.0
C 1.9720 4.4317 3.0536 0.0 0.0 0.0
C 0.9124 3.8769 3.7678 0.0 0.0 0.0
C 0.0682 2.8834 3.2708 0.1 0.1 0.1
C 0.3976 2.4030 1.9991 -0.1 -0.1 -0.6
O -0.0646 1.1895 1.4773 0.7 -0.4 1.0
C -1.1255 2.4342 4.1079 -0.1 0.0 -0.1
C -0.7772 1.1203 4.7945 0.0 -0.1 0.0
C -1.5003 3.4676 5.1763 0.0 0.0 0.0
C -2.3557 2.2565 3.2043 0.0 0.0 -0.1
C 2.9466 5.4317 3.6624 0.0 0.0 0.0
C 2.7237 5.6090 5.1639 0.0 0.0 0.0
C 4.3779 4.9223 3.4371 0.0 0.0 0.0
C 2.7707 6.7921 2.9707 0.0 0.0 0.0
H 4.0948 -0.9725 0.4560 0.0 0.0 0.0
H 2.9713 -1.7965 1.5375 0.1 -0.1 0.0
H 3.1871 -0.0328 1.6716 0.0 0.0 0.0
H 3.0992 -2.1948 -1.0614 0.0 0.0 0.0
H 1.5639 -1.7143 -1.8084 -0.1 0.0 0.0
H 1.5727 -2.7151 -0.3388 0.0 0.0 0.0
H 3.5040 -0.0032 -1.4433 0.0 0.0 0.1
H 3.0947 1.1648 -0.1893 0.0 0.0 0.0
H 1.2354 0.3807 -2.4635 0.0 0.0 0.0
H 2.2670 1.7950 -2.4701 0.0 0.0 0.1
H 0.0589 2.9408 -2.6426 0.0 0.0 0.0
H -1.0217 2.9066 -1.2611 0.0 0.0 0.0
H -2.0050 2.8138 -3.7717 0.0 0.0 0.0
H -3.3404 -1.1073 -4.6914 0.0 0.0 0.0
H -0.2800 -2.9909 -1.7056 0.0 0.1 0.1
H 0.2601 -2.7007 -3.3766 0.0 0.0 0.0
H -0.5038 -4.2206 -2.9267 0.0 0.0 0.0
H -2.6925 -2.8880 -1.1126 0.0 0.0 0.0
H -3.0666 -4.1783 -2.2493 0.0 0.0 0.0
H -3.9274 -2.6392 -2.3576 0.0 0.0 0.0
H -1.6313 -2.6644 -5.2970 0.0 0.0 0.0
H -3.2812 -3.0351 -4.7724 0.0 0.0 0.0
H -2.0051 -4.2059 -4.5281 0.0 0.0 0.0
H -3.8677 -0.3231 -6.6418 0.0 0.0 0.0
H -2.6116 0.8592 -7.0243 0.0 0.0 0.0
H -4.2973 1.1848 -7.4348 0.0 0.0 0.0
H -5.4119 0.0472 -4.6552 0.0 0.0 0.0
H -6.0182 1.4383 -5.5522 0.0 0.0 0.0
H -5.4812 1.6376 -3.8820 0.0 0.0 0.0
H -2.7605 3.2354 -5.9018 0.0 0.0 0.0
H -3.9560 3.5020 -4.6183 0.0 0.0 0.0
H -4.4778 3.2685 -6.2794 0.0 0.0 0.0
H 0.8371 3.8727 -0.7137 0.0 0.0 0.0
H 2.3788 3.0799 -0.6598 0.0 0.0 0.0
H 2.7848 4.5793 1.0712 0.0 0.0 0.0
H 0.7230 4.2420 4.7628 0.0 0.0 0.0
H 0.0318 1.2613 5.5153 0.0 0.0 0.0
H -0.4677 0.3824 4.0566 0.0 0.1 0.0
H -1.6410 0.7356 5.3399 0.0 0.0 0.0
H -0.7680 3.5251 5.9813 0.0 0.0 0.0
H -2.4466 3.1713 5.6289 0.0 0.0 0.0
H -1.6297 4.4645 4.7529 0.0 0.0 0.0
H -2.2335 1.4081 2.5341 0.0 0.1 0.1
H -2.5450 3.1682 2.6306 0.0 0.0 0.0
H -3.2367 2.0613 3.8174 0.0 0.0 0.0
H 2.8004 4.6616 5.7017 0.0 0.0 0.0
H 1.7547 6.0597 5.3854 0.0 0.0 0.0
H 3.4879 6.2751 5.5630 0.0 0.0 0.0
H 4.5212 3.9394 3.8903 0.0 0.0 0.0
H 5.0889 5.6109 3.8936 0.0 0.0 0.0
H 4.6233 4.8484 2.3773 0.0 0.0 0.0
H 1.7480 7.1568 3.0770 0.0 0.0 0.0
H 3.0046 6.7390 1.9067 0.0 0.0 0.0
H 3.4395 7.5251 3.4221 0.0 0.0 0.0
O 2.2319 0.6224 3.4516 0.0 -0.1 0.3
H 1.9414 1.3073 4.0664 0.0 0.1 -0.1
H 2.5118 -0.1007 4.0262 0.1 0.0 0.0
O -2.2271 0.9296 0.0755 0.0 0.0 -0.3
H -2.5857 1.6604 0.5982 0.1 -0.1 0.1
H -2.5180 1.0201 -0.8470 0.0 0.1 0.1
O -1.5886 -3.7631 2.1945 0.0 0.1 0.1
S -0.4999 -3.2964 1.4081 -0.1 0.4 -0.4
O -1.0131 -2.2029 0.3797 0.4 -1.0 0.0
O 0.3182 -4.2307 0.7119 0.0 0.0 0.0
S 0.7149 -1.8897 2.3442 -0.1 0.1 -0.2
C -4.2754 -1.0437 0.5124 0.0 -0.1 0.0
N -4.1384 -0.9093 1.9582 0.1 0.1 -0.2
C -5.3722 -1.1470 2.7089 0.1 0.0 0.1
C -5.3254 -2.5596 3.2473 0.0 0.0 0.0
C -4.1397 -2.6408 4.1825 0.1 0.1 0.0
N -3.0163 -1.7713 3.7683 0.0 0.0 0.0
C -1.8599 -1.9727 4.6259 0.1 -0.1 0.0
C -2.9595 -1.1400 2.5879 -0.2 -0.3 0.2
O -1.8499 -0.6920 2.1352 0.3 0.6 -0.3
H -4.8625 -1.9383 0.2899 0.0 0.0 0.0
H -3.3053 -1.1543 0.0482 0.0 0.0 0.0
H -4.7883 -0.1786 0.0917 0.0 0.0 0.0
H -6.2125 -0.9842 2.0382 0.0 0.0 0.0
H -5.4386 -0.4189 3.5206 0.0 0.0 0.0
H -5.2021 -3.2516 2.4113 0.0 0.0 0.0
H -6.2395 -2.8279 3.7744 0.0 0.0 0.0
H -3.7521 -3.6598 4.2307 0.0 0.0 0.0
H -4.4138 -2.3387 5.1950 0.0 0.0 0.0
H -1.5464 -3.0165 4.5711 0.0 0.0 0.0
H -2.1370 -1.7415 5.6549 0.0 0.0 0.0
H -1.0396 -1.3430 4.3208 0.0 -0.1 0.0